Entry A
DFT (wB97M-V/def2-TZVPD) results for one molecule with the formula C6H11NO3S.

```
22
Properties=species:S:1:pos:R:3:mulliken_charge:R:1
C 0.60336 -1.39472 -0.87706 -0.78
C -1.85720 -1.67950 0.21548 -0.68
C -0.38018 -1.40789 0.34356 0.13
C 0.81180 0.73662 0.00987 1.60
C 1.90508 0.70548 1.02853 -1.37
C 0.38606 2.07982 -0.41574 -1.67
N -0.43720 0.03570 0.76006 -0.45
O -1.71709 0.54023 -1.51082 -0.55
O -2.86715 0.90770 0.56711 -0.65
O 1.13840 -0.13165 -1.05021 -0.45
S -1.90828 0.14878 -0.16593 0.98
H 1.44357 -2.00331 -0.73718 0.39
H 0.09148 -1.90235 -1.72989 0.29
H -2.16124 -2.27475 -0.63736 0.31
H -2.42413 -1.95306 1.07916 0.37
H 0.12713 -1.95850 1.15455 0.46
H 1.94099 -0.29494 1.49425 0.30
H 1.75460 1.43687 1.91705 0.29
H 2.85203 1.17806 0.58446 0.34
H -0.01515 1.88650 -1.48431 0.42
H 1.17747 2.74211 -0.66079 0.43
H -0.46436 2.60284 0.11522 0.28
```

## Properties
2S+1: 1
Charge: 0
Frontier orbital gap (eV): 10.86
Lowest unoccupied orbital energy (eV): 0.645



Entry B
DFT (wB97M-V/def2-TZVPD) results for C6H11NO3S as an isolated structure.

```
22
Properties=species:S:1:pos:R:3:mulliken_charge:R:1
C -0.58875 0.58017 -0.36489 1.02
C 0.23331 -0.06015 -1.18690 -0.27
C -0.26533 0.81733 1.10652 -0.55
C 1.52191 -1.34931 -0.28445 -0.95
C 0.47779 -0.44920 1.68315 -0.89
C -1.68671 1.51050 -0.88018 -2.16
N 1.65640 -0.85371 0.97497 -0.20
O -0.52529 0.65374 -3.57138 -0.60
O -0.41611 -1.86501 -2.99172 -0.46
O 1.64201 -0.65022 -3.27791 -0.65
S 0.24550 -0.35489 -2.92602 1.20
H 0.41357 1.57663 1.35211 0.43
H -1.16722 0.86767 1.62625 0.41
H 0.87590 -2.17617 -0.24069 0.38
H 2.39332 -1.49832 -0.95667 0.39
H 0.69049 -0.19089 2.64827 0.43
H -0.17306 -1.39311 1.46104 0.32
H -2.56887 1.08585 -0.72003 0.50
H -1.70888 1.65164 -1.88547 0.57
H -1.58351 2.39075 -0.42371 0.50
H 0.17185 -2.45661 -3.32168 0.32
H 2.52036 -0.32649 1.08759 0.27
```

## Properties
2S+1: 1
Charge: 0
Frontier orbital gap (eV): 8.84
Lowest unoccupied orbital energy (eV): 0.641



Entry C
DFT (wB97M-V/def2-TZVPD) results for C6H11NO3S as an isolated structure.

```
22
Properties=species:S:1:pos:R:3:mulliken_charge:R:1
O -3.02134 0.65698 0.43489 -0.48
O -3.23744 -1.38663 -0.94106 -0.51
O -1.56198 0.39546 -1.70490 -0.48
C 0.97289 1.62498 0.06913 -0.41
C -0.25410 1.21778 0.57392 -0.53
N -1.39465 -0.71212 -0.29189 -0.51
C 2.09764 0.74544 -0.23251 -0.32
C -0.55227 -0.23238 0.79637 -0.15
C 1.65409 -0.65931 -0.36074 -0.85
C 0.73996 -1.03750 0.86335 -0.88
S -2.91787 0.03726 -0.87249 0.83
H -1.06971 -0.15622 -1.09594 0.60
H 1.13769 2.69954 0.13940 0.36
H -0.88135 2.03218 0.87021 0.43
H -1.72027 -1.66439 -0.06386 0.39
H 2.45016 1.06311 -1.28817 0.25
H 2.88778 0.89925 0.52573 0.28
H -1.05777 -0.38024 1.68128 0.52
H 2.59514 -1.31816 -0.35080 0.31
H 1.12771 -0.89826 -1.23327 0.43
H 1.33467 -0.79564 1.74857 0.35
H 0.67100 -2.13116 0.73279 0.36
```

## Properties
2S+1: 1
Charge: 0
Frontier orbital gap (eV): 6.02
Lowest unoccupied orbital energy (eV): -3.259



Here is how they stack up, most stable first: entry A, entry B, entry C.



Entry A
DFT (wB97M-V/def2-TZVPD) results for a 2-piece molecular cluster, C2H10NO overall.

```
14
Properties=species:S:1:pos:R:3:mulliken_charge:R:1
C 0.16354 1.56460 0.09973 -0.82
N -0.40683 0.21598 -0.27480 -0.07
C 0.18977 -0.35980 -1.50869 -0.90
H -0.17761 1.81567 1.09569 0.32
H -0.02878 2.25240 -0.69843 0.38
H 1.24113 1.41697 0.19654 0.37
H -0.24508 -0.40658 0.53523 0.32
H -1.39761 0.33167 -0.46110 0.36
H 1.25223 -0.54322 -1.41065 0.36
H -0.29582 -1.29351 -1.73354 0.35
H 0.03971 0.33453 -2.31060 0.39
H -0.51610 -1.44581 2.77080 0.31
H 0.26799 -2.38748 1.79745 0.31
O -0.08656 -1.49543 1.90237 -0.67
```

## Properties
2S+1: 1
Charge: +1
Frontier orbital gap (eV): 13.37
Lowest unoccupied orbital energy (eV): -3.230



Entry B
DFT (wB97M-V/def2-TZVPD) results for a 2-piece molecular cluster, C2H10NO overall.

```
14
Properties=species:S:1:pos:R:3:mulliken_charge:R:1
N -0.92974 0.72112 2.47811 -0.47
H -1.22961 -0.15490 2.87531 0.36
H 0.09060 0.78079 2.37478 0.35
H -1.23178 0.77760 1.50070 0.36
H -1.29217 1.45512 3.08932 0.39
C 1.00374 -0.20797 -1.22341 -0.22
O 0.55561 0.08785 0.11900 -0.53
C -0.18670 -0.62951 -2.09211 -1.02
H 1.46943 0.67699 -1.65657 0.27
H 1.77881 -0.97446 -1.13983 0.30
H 1.25350 -0.13348 0.75600 0.30
H -0.36431 0.11730 -2.85924 0.28
H 0.12897 -1.50757 -2.67233 0.29
H -1.04635 -1.00887 -1.54973 0.33
```

## Properties
2S+1: 1
Charge: +1
Frontier orbital gap (eV): 10.11
Lowest unoccupied orbital energy (eV): -4.173



Here is how they stack up, most stable first: entry A, entry B.



Entry A
DFT (wB97M-V/def2-TZVPD) results for one molecule with the formula C4H6S2.

```
12
Properties=species:S:1:pos:R:3:mulliken_charge:R:1
S -2.97567 -0.55515 0.11202 -0.25
C -1.82364 0.43777 -0.44076 -0.35
C -0.61274 0.61089 0.29272 -0.15
C 0.53905 1.04684 -0.20968 -0.22
C 1.87188 0.77918 0.38895 -0.60
S 2.73469 -0.74191 -0.13734 -0.23
H -1.86945 0.95269 -1.37542 0.29
H -0.58242 0.23121 1.25661 0.40
H 0.38707 1.70708 -1.06338 0.29
H 2.58194 1.59485 0.22506 0.33
H 1.65368 0.70678 1.42277 0.35
H 1.83762 -1.68776 -0.24810 0.13
```

## Properties
2S+1: 1
Charge: 0
SMILES: S=C/C=C/CS
Frontier orbital gap (eV): 8.00
Lowest unoccupied orbital energy (eV): -0.841



Entry B
DFT (wB97M-V/def2-TZVPD) results for one molecule with the formula C4H6S2.

```
12
Properties=species:S:1:pos:R:3:mulliken_charge:R:1
S -0.55730 -2.02142 0.84771 -0.22
C -0.47854 -0.13871 0.71690 0.54
S -1.19161 0.80081 2.02315 -0.18
C -0.87624 0.24945 -0.79396 -0.77
C 0.36418 0.69927 -0.99292 -0.05
C 0.97353 0.37748 0.31827 -0.91
H -1.94669 -2.10920 0.50572 0.15
H -0.77566 -0.02924 2.81936 0.12
H -1.82677 0.39445 -1.25948 0.43
H 0.76832 1.21646 -1.93824 0.29
H 1.78585 -0.41342 0.41609 0.29
H 1.10760 1.22069 0.86700 0.33
```

## Properties
2S+1: 1
Charge: 0
SMILES: SC1(S)C=CC1
Frontier orbital gap (eV): 9.77
Lowest unoccupied orbital energy (eV): 0.767



Entry C
DFT (wB97M-V/def2-TZVPD) results for one molecule with the formula C4H6S2.

```
12
Properties=species:S:1:pos:R:3:mulliken_charge:R:1
C -1.57821 -0.71215 0.01487 -1.17
C -0.37111 -0.02514 0.60743 0.17
C 0.89688 -0.60534 0.11970 0.03
S 2.06423 -1.68749 0.33321 -0.32
C 0.45655 0.72278 -0.40376 -0.34
S 1.78025 2.00153 0.37512 -0.22
H -2.07098 0.04120 -0.64131 0.30
H -2.29898 -1.06330 0.74721 0.34
H -1.22960 -1.41582 -0.86089 0.28
H -0.49555 0.23358 1.65128 0.37
H 0.16599 0.78084 -1.38438 0.41
H 2.68053 1.72931 -0.55849 0.14
```

## Properties
2S+1: 1
Charge: 0
SMILES: C[C@H]1C(=S)[C@@H]1S
Frontier orbital gap (eV): 7.88
Lowest unoccupied orbital energy (eV): -0.459



Here is how they stack up, most stable first: entry A, entry B, entry C.



Entry A
DFT (wB97M-V/def2-TZVPD) results for an isolated ion of composition C3H3N2O and charge +1.

```
9
Properties=species:S:1:pos:R:3:mulliken_charge:R:1
C -0.94041 0.02695 0.01736 -0.31
C -0.12789 1.21242 0.06384 -0.04
C -0.17883 -1.21101 -0.02553 0.11
N 1.15629 1.17028 -0.06453 -0.06
N 1.13348 -1.17277 0.02697 -0.10
O 1.77701 0.04424 -0.06564 0.09
H -1.95043 -0.07566 0.04153 0.46
H -0.40523 2.28726 0.02387 0.43
H -0.46398 -2.28169 -0.01788 0.43
```

## Properties
2S+1: 1
Charge: +1
Frontier orbital gap (eV): 9.21
Lowest unoccupied orbital energy (eV): -8.059



Entry B
DFT (wB97M-V/def2-TZVPD) results for an isolated ion of composition C3H3N2O and charge +1.

```
9
Properties=species:S:1:pos:R:3:mulliken_charge:R:1
C 0.08117 -1.31389 -0.02118 -0.09
C -0.86339 -0.36655 0.30744 -0.01
C 0.26052 1.76770 0.03497 0.00
N 1.29959 -0.80317 -0.09110 0.39
N 1.89355 0.16148 -0.08280 -0.19
O -0.68932 0.95749 -0.01915 -0.15
H -0.12484 -2.45300 0.02145 0.35
H -1.82901 -0.53851 0.50806 0.45
H -0.02827 2.58845 -0.65768 0.25
```

## Properties
2S+1: 1
Charge: +1
Frontier orbital gap (spin up / spin down) (eV): 7.99 / 8.00
Lowest unoccupied orbital energy (spin up / spin down) (eV): -6.530 / -6.529



Here is how they stack up, most stable first: entry A, entry B.



Entry A
DFT (wB97M-V/def2-TZVPD) results for a 2-piece molecular cluster, CH7PSi overall.

```
10
Properties=species:S:1:pos:R:3:mulliken_charge:R:1
C -1.54204 -1.37386 -1.33587 -0.62
Si -2.25241 0.04469 -0.52204 0.26
H -0.48426 -1.09908 -1.48044 0.16
H -1.83758 -2.21915 -1.90322 0.33
H -3.49904 -0.08200 0.20608 -0.08
H -1.59705 1.34549 -0.30980 -0.06
P 2.76435 1.16694 0.85048 -0.12
H 2.61975 0.03489 0.02202 0.03
H 4.05350 1.07496 1.35261 0.05
H 2.23421 0.31369 1.79280 0.03
```

## Properties
2S+1: 1
Charge: 0
SMILES: C=[SiH2].P
Frontier orbital gap (eV): 8.62
Lowest unoccupied orbital energy (eV): 0.162



Entry B
DFT (wB97M-V/def2-TZVPD) results for a 2-piece molecular cluster, CH7PSi overall.

```
10
Properties=species:S:1:pos:R:3:mulliken_charge:R:1
Si -1.51313 0.36874 1.27747 0.42
H -0.05454 0.49959 1.50665 -0.11
H -1.94601 1.08846 0.16924 -0.11
H -1.83679 -1.09755 0.83940 -0.08
H -2.20573 0.70770 2.50766 -0.11
C 2.21457 -0.50923 -0.95773 -0.40
P 2.23185 -2.03597 -1.61802 -0.06
H 3.08610 0.03831 -1.12891 0.22
H 1.46819 0.15452 -0.56660 0.21
H 3.47801 -1.74558 -2.20548 0.01
```

## Properties
2S+1: 1
Charge: 0
SMILES: [SiH4].C=P
Frontier orbital gap (eV): 10.00
Lowest unoccupied orbital energy (eV): 0.207



Here is how they stack up, most stable first: entry B, entry A.



Entry A
DFT (wB97M-V/def2-TZVPD) results for one molecule with the formula C15H21NO2.

```
39
Properties=species:S:1:pos:R:3:mulliken_charge:R:1
C -0.22773 -4.19368 0.34130 -1.10
C 0.56578 -3.49222 -0.90253 -1.30
C 1.25143 -2.10488 -0.45392 -1.01
N 0.18324 -1.30377 0.11892 0.50
C -0.55641 -0.67294 -1.01226 -1.13
C -1.88100 0.01400 -0.23870 0.35
C -2.91933 -0.56826 0.62076 -0.68
C -3.76654 0.63115 0.58896 -0.53
C -3.29099 1.74445 0.00941 -0.04
C -3.79909 3.31532 0.03072 -0.89
O -2.02994 1.36816 -0.51284 -0.35
C 0.78126 -0.32777 1.14132 -1.61
C 1.78836 0.48370 0.89810 1.07
C 3.11834 0.22091 0.67296 -0.38
C 3.62670 1.48003 0.34597 -0.49
C 2.70720 2.33697 -0.05201 0.09
C 2.67897 3.74789 -0.96221 -1.11
O 1.47841 1.70051 0.42013 -0.31
H 0.47690 -4.50444 0.82731 0.48
H -0.98144 -3.49378 0.99746 0.15
H -0.83452 -5.02630 -0.07983 0.35
H -0.35543 -3.32057 -1.66890 0.22
H 1.21074 -3.93064 -1.30507 1.09
H 1.68492 -1.70169 -1.23961 0.54
H 1.78848 -2.58137 0.33158 0.41
H -0.81280 -1.33454 -1.62434 0.94
H -0.00660 0.26540 -1.19906 0.17
H -2.97346 -1.48980 0.90551 0.77
H -4.66686 0.53068 1.14276 0.43
H -4.77541 3.30279 0.46182 0.31
H -3.89198 3.20909 -1.14069 0.25
H -2.98922 3.89924 0.46207 0.28
H 1.01976 -0.98300 1.96113 0.39
H -0.16833 0.16787 1.45021 0.51
H 3.71804 -0.67949 1.19272 0.23
H 4.70783 1.53081 0.13646 0.36
H 2.35933 4.32674 -0.02645 0.27
H 2.05733 3.39515 -1.60781 0.48
H 3.72406 4.03826 -1.03135 0.30
```

## Properties
2S+1: 1
Charge: 0
SMILES: CCCN(Cc1ccc(C)o1)Cc1ccc(C)o1
Frontier orbital gap (eV): 8.73
Lowest unoccupied orbital energy (eV): 0.863



Entry B
DFT (wB97M-V/def2-TZVPD) results for one molecule with the formula C15H21NO2.

```
39
Properties=species:S:1:pos:R:3:mulliken_charge:R:1
C -2.42658 2.35183 -2.38349 -1.42
C -2.46817 1.14933 -1.44964 -0.10
C -2.11265 -0.14681 -2.17547 -0.82
C -2.01111 -1.32497 -1.21163 -0.80
O -0.84808 -1.14082 -0.43177 -0.16
C -0.57011 -2.04006 0.56768 0.98
C -1.35823 -3.12686 0.90172 -0.69
C -0.98458 -3.96411 1.94419 -0.67
C 0.17374 -3.71921 2.65334 -0.69
C 0.97721 -2.63925 2.32477 -0.55
C 0.62044 -1.79640 1.28385 0.00
N 1.37726 -0.69557 0.88103 -0.14
C 2.56760 -0.24113 1.37288 0.78
O 3.17301 -0.75551 2.29211 -0.65
C 3.10237 0.94148 0.65220 -0.91
C 2.45254 2.05260 0.30917 1.17
C 3.16118 3.18055 -0.37851 -1.42
C 1.00127 2.31436 0.58079 -1.45
H -2.68585 3.26114 -1.84663 0.37
H -3.13164 2.22355 -3.20181 0.41
H -1.43222 2.47471 -2.80800 0.32
H -1.76742 1.29723 -0.62610 0.15
H -3.46804 1.05734 -1.01950 0.30
H -2.87023 -0.37145 -2.92790 0.43
H -1.15222 -0.03324 -2.68226 0.29
H -2.90027 -1.35952 -0.56783 0.50
H -1.94134 -2.26969 -1.76868 0.48
H -2.26626 -3.33537 0.35816 0.36
H -1.61096 -4.80743 2.19282 0.38
H 0.46193 -4.36889 3.46520 0.39
H 1.88661 -2.44172 2.86664 0.55
H 0.99136 -0.22143 0.07647 0.21
H 4.16981 0.87964 0.48751 0.32
H 3.20947 4.04791 0.27965 0.31
H 4.17338 2.90292 -0.65877 0.38
H 2.61412 3.47654 -1.27306 0.33
H 0.60501 1.66028 1.35241 0.37
H 0.86966 3.34723 0.89996 0.52
H 0.41798 2.18080 -0.33150 0.19
```

## Properties
2S+1: 1
Charge: 0
SMILES: CCCCOc1ccccc1NC(=O)C=C(C)C
Frontier orbital gap (eV): 8.80
Lowest unoccupied orbital energy (eV): 0.726



Entry C
DFT (wB97M-V/def2-TZVPD) results for one molecule with the formula C15H21NO2.

```
39
Properties=species:S:1:pos:R:3:mulliken_charge:R:1
C -0.89415 -1.08824 0.32029 -1.39
C -1.64741 0.24362 0.34314 0.52
C -1.15510 1.20428 -0.75813 -0.82
C 0.22170 1.73452 -0.40681 0.38
O 0.39594 2.69315 0.31653 -0.67
N 1.24508 1.06178 -0.99098 -0.15
C 2.61273 1.28079 -0.58794 -1.25
C 3.02813 0.27126 0.49748 0.59
C 4.52091 0.35636 0.83754 -0.75
C 5.12262 -0.74116 -0.03836 -0.56
C 4.00212 -1.77765 -0.02934 -0.54
O 2.78841 -1.05002 0.01498 -0.46
C -3.13261 0.01165 0.20237 0.34
C -3.99938 0.36829 1.22687 -0.43
C -5.36223 0.15746 1.11024 -0.57
C -5.87990 -0.41487 -0.03815 -0.41
C -5.02571 -0.77342 -1.06697 -0.72
C -3.66446 -0.56136 -0.94689 -0.19
H -1.01913 -1.58791 -0.63819 0.27
H 0.16855 -0.94614 0.50145 0.31
H -1.28658 -1.74461 1.09452 0.43
H -1.46536 0.73079 1.30717 0.43
H -1.83829 2.05386 -0.80811 0.40
H -1.14054 0.70169 -1.72535 0.31
H 1.06005 0.16246 -1.40814 0.34
H 3.26064 1.17739 -1.46227 0.34
H 2.67728 2.29549 -0.19078 0.41
H 2.39354 0.43571 1.37790 0.23
H 4.68088 0.12785 1.89131 0.34
H 4.92653 1.34268 0.62576 0.33
H 5.29122 -0.37339 -1.05094 0.25
H 6.05576 -1.13747 0.35401 0.38
H 4.07527 -2.41853 0.86093 0.29
H 3.98498 -2.41183 -0.91852 0.29
H -3.60239 0.81819 2.12590 0.34
H -6.02105 0.44216 1.91775 0.38
H -6.94316 -0.57970 -0.13247 0.38
H -5.42229 -1.21951 -1.96774 0.37
H -3.01258 -0.84562 -1.76006 0.25
```

## Properties
2S+1: 1
Charge: 0
SMILES: C[C@@H](CC(=O)NC[C@@H]1CCCO1)c1ccccc1
Frontier orbital gap (eV): 9.91
Lowest unoccupied orbital energy (eV): 0.870



Here is how they stack up, most stable first: entry C, entry B, entry A.